Entry one
C5H18N2O3 | wB97M-V/def2-TZVPD

Computed properties:
Structure (SMILES): C[C@H](N)C/C=C/N.O.O.O
Orbital gap (eV): 8.83
E_LUMO (eV): 0.8

The geometry in XYZ format:
```
28
C5H18N2O3 wB97M-V/def2-TZVPD
C 2.163 0.615 2.035
C 1.612 0.293 0.653
C 0.099 0.540 0.601
C -0.683 -0.515 1.352
C -1.146 -1.617 0.759
N -1.775 -2.665 1.397
N 2.278 1.080 -0.404
H 1.678 0.022 2.821
H 2.009 1.661 2.283
H 3.237 0.412 2.111
H 1.822 -0.752 0.429
H -0.098 1.510 1.065
H -0.211 0.570 -0.447
H -0.833 -0.345 2.420
H -1.037 -1.769 -0.308
H -1.995 -2.593 2.375
H -2.353 -3.294 0.871
H 2.184 2.074 -0.231
H 3.272 0.857 -0.461
H 1.300 0.093 -3.461
H 1.274 0.779 -2.060
O 0.759 0.627 -2.879
H -2.334 -0.151 -2.443
H -0.826 -0.326 -2.833
O -1.672 -0.800 -2.740
H -2.494 1.874 -1.135
H -3.074 0.632 -0.497
O -3.154 1.189 -1.272
```

=====

Entry two
C5H18N2O3 | wB97M-V/def2-TZVPD

Computed properties:
Structure (SMILES): N/C=C/CCCN.O.O.O
Orbital gap (eV): 8.88
E_LUMO (eV): 0.5

The geometry in XYZ format:
```
28
C5H18N2O3 wB97M-V/def2-TZVPD
C 0.297 -0.966 -0.931
C -0.434 -0.093 0.044
C 0.254 0.179 1.443
N 2.223 3.187 0.483
C 1.114 2.422 1.067
C 1.341 1.124 1.351
N 0.086 -2.468 -0.768
H 1.401 -0.845 -0.967
H 0.060 -0.801 -2.002
H -1.338 -0.701 0.452
H -0.778 0.900 -0.395
H -0.512 0.498 2.137
H 0.524 -0.859 1.747
H 1.917 4.108 0.580
H 3.024 3.322 1.141
H 0.174 3.048 1.199
H 2.355 0.829 1.328
H 0.497 -2.856 0.006
H -0.936 -2.522 -0.534
H 2.528 1.526 -3.013
H 1.125 1.370 -3.847
O 2.000 0.982 -3.567
H -3.962 -0.164 -0.503
H -3.194 -1.309 -1.080
O -3.205 -0.758 -0.378
H -2.067 -3.232 2.465
H -2.126 -2.583 0.986
O -2.368 -3.342 1.557
```

=====

Most stable: entry one

=====

Entry one
C10H14Se | wB97M-V/def2-TZVPD

Computed properties:
Orbital gap (alpha / beta) (eV): 7.95 / 7.95
E_LUMO (alpha / beta) (eV): 0.6 / 0.6

The geometry in XYZ format:
```
25
C10H14Se wB97M-V/def2-TZVPD
C 1.997 -2.410 -0.377
C 1.985 -1.969 0.951
C 0.816 -2.293 -1.203
C 0.782 -1.241 1.434
C -0.212 -1.432 -0.756
C -0.322 -1.052 0.574
C -0.544 1.643 -1.642
C 0.577 2.218 0.667
C -1.326 -0.057 0.957
C -0.667 1.904 -0.129
Se -3.106 -0.315 0.077
H 2.853 -2.930 -0.744
H 2.727 -1.785 1.692
H 0.694 -2.551 -2.243
H 0.792 -1.058 2.488
H -0.969 -1.122 -1.482
H 0.422 1.448 -2.144
H -0.952 2.563 -2.077
H -1.309 0.812 -1.832
H 1.288 1.389 0.562
H 1.046 3.146 0.291
H 0.280 2.113 1.701
H -1.219 0.248 2.048
H -1.664 2.337 0.049
H -3.968 0.394 1.138
```

=====

Entry two
C10H14Se | wB97M-V/def2-TZVPD

Computed properties:
Orbital gap (eV): 6.38
E_LUMO (eV): -1.3

The geometry in XYZ format:
```
25
C10H14Se wB97M-V/def2-TZVPD
C -1.867 2.808 -0.156
C -1.470 2.518 1.135
C -1.454 2.025 -1.239
C -0.586 1.508 1.399
C -0.681 0.905 -0.987
C -0.261 0.642 0.336
C -0.649 -2.138 -0.411
C 1.771 -2.534 0.087
C 0.576 -0.423 0.639
C 0.719 -1.529 -0.321
Se 3.091 0.730 0.195
H -2.601 3.596 -0.315
H -1.942 2.988 2.094
H -1.957 2.260 -2.221
H -0.062 1.304 2.322
H -0.318 0.203 -1.757
H -0.991 -2.759 0.493
H -0.665 -2.757 -1.397
H -1.371 -1.343 -0.399
H 2.610 -2.017 0.829
H 1.176 -3.243 0.732
H 2.221 -3.033 -0.771
H 0.895 -0.630 1.719
H 1.042 -1.103 -1.358
H 2.773 2.022 -0.648
```

=====

Most stable: entry two

=====

Entry one
C18H18N2O2 | wB97M-V/def2-TZVPD

Computed properties:
Orbital gap (eV): 3.01
E_LUMO (eV): -2.6

The geometry in XYZ format:
```
40
C18H18N2O2 wB97M-V/def2-TZVPD
C -1.750 1.959 7.561
O -0.585 2.634 7.019
C -0.520 2.860 5.681
C 0.648 3.511 5.196
C 0.812 3.730 3.848
C -0.175 3.327 2.896
C 0.032 3.506 1.492
C -0.973 3.300 0.541
C -0.808 2.941 -0.796
C -1.901 2.528 -1.634
C -1.674 2.018 -2.950
C -2.706 1.573 -3.743
C -4.049 1.629 -3.275
O -5.016 1.216 -4.132
C -6.407 1.295 -3.723
C -4.307 2.124 -1.973
C -3.256 2.575 -1.191
C -1.356 2.711 3.411
C -1.538 2.488 4.767
H -1.555 1.892 8.632
H -2.662 2.548 7.382
H -1.856 0.952 7.135
H 1.398 3.824 5.924
H 1.712 4.233 3.485
H 1.018 3.828 1.143
H -1.997 3.457 0.901
H 0.205 2.916 -1.220
H -0.645 1.986 -3.322
H -2.533 1.179 -4.744
H -6.964 0.934 -4.588
H -6.601 0.646 -2.855
H -6.698 2.332 -3.496
H -5.326 2.164 -1.580
H -3.479 2.979 -0.205
H -2.133 2.401 2.711
H -2.466 2.031 5.125
N 2.110 2.801 -2.505
C 3.257 3.083 -1.977
N 4.268 3.369 -1.412
H 2.217 2.504 -3.481
```

=====

Entry two
C18H18N2O2 | wB97M-V/def2-TZVPD

Computed properties:
Structure (SMILES): COc1cccc(NC(=O)Cc2cn(C)c3ccccc23)c1
Orbital gap (eV): 7.65
E_LUMO (eV): 0.2

The geometry in XYZ format:
```
40
C18H18N2O2 wB97M-V/def2-TZVPD
C -6.220 -0.356 0.522
H -7.172 -0.149 0.276
O -5.409 0.663 -0.378
C -4.153 0.504 -0.378
C -3.416 -0.540 0.222
C -2.103 -0.410 0.354
C -1.512 0.515 -0.311
C -2.219 1.554 -1.327
C -3.627 1.511 -1.249
H -4.144 2.131 -1.723
H -1.770 2.481 -1.792
H -0.454 0.821 -0.601
N -1.317 -1.430 0.967
C -0.181 -1.882 0.877
O 0.200 -2.739 1.567
C 0.368 -1.878 -0.399
C 1.763 -1.239 -0.441
C 2.740 -1.344 -1.260
N 3.902 -0.312 -1.148
C 3.393 0.427 0.075
C 4.070 1.405 0.493
C 3.380 2.149 1.787
C 2.215 1.794 2.113
C 1.464 0.713 1.616
C 2.116 0.166 0.125
H 0.632 0.406 1.788
H 1.784 2.017 2.887
H 4.046 3.020 2.109
H 5.028 1.655 0.372
C 5.087 -0.399 -1.702
H 5.084 -1.009 -2.602
H 5.163 0.597 -2.360
H 5.912 -0.501 -1.062
H 2.846 -2.145 -2.148
H -0.297 -1.470 -1.231
H 0.707 -2.662 -0.816
H -1.770 -1.518 1.770
H -3.904 -1.090 1.269
H -6.082 -1.342 0.144
H -6.151 -0.113 1.596
```

=====

Most stable: entry one

=====

Entry one
C4H5F3O | wB97M-V/def2-TZVPD

Computed properties:
Structure (SMILES): FC=C(F)F.C=CO
Orbital gap (eV): 10.31
E_LUMO (eV): 0.8

The geometry in XYZ format:
```
13
C4H5F3O wB97M-V/def2-TZVPD
C 1.284 -0.435 0.567
C 1.899 -0.345 -0.608
C -1.713 0.561 -0.314
C -2.398 -0.262 0.484
O 2.821 0.633 -0.995
F -2.292 1.707 -0.771
F -1.971 -1.395 0.946
F -3.568 0.004 0.989
H 0.613 -1.259 0.789
H 1.261 0.337 1.292
H 1.682 -1.064 -1.440
H -0.670 0.221 -0.537
H 3.053 1.296 -0.401
```

=====

Entry two
C4H5F3O | wB97M-V/def2-TZVPD

Computed properties:
Structure (SMILES): CC(F)=C(F)F.C=O
Orbital gap (eV): 9.69
E_LUMO (eV): 0.6

The geometry in XYZ format:
```
13
C4H5F3O wB97M-V/def2-TZVPD
C 0.328 1.985 1.084
C 0.349 0.508 1.311
C -1.093 -1.863 -2.029
C 0.841 -0.417 0.445
O -1.253 -0.651 -1.917
F -0.011 0.093 2.537
F 0.827 -1.724 0.692
F 1.273 -0.107 -0.724
H 1.111 2.612 1.477
H 0.292 2.068 -0.040
H -0.644 -2.327 -3.033
H -1.433 -2.587 -1.320
H -0.587 2.409 1.519
```

=====

Most stable: entry two